Density functional theory data (the ωB97M-V functional and the def2-TZVPD basis) for a 18-piece molecular cluster, C81H102F22N24O45S22 overall.

Cartesian coordinates (Å):
O 26.23 7.24 0.92
O 14.32 3.20 0.19
C 14.87 9.49 3.60
H 12.95 8.41 1.35
C 16.44 4.31 -5.81
H 14.20 10.82 0.65
H 25.19 10.91 -7.54
C 15.71 -0.12 1.37
S 16.30 0.11 -2.12
H 25.13 9.10 -5.81
O 21.33 7.69 1.10
H 23.11 2.17 2.43
H 24.23 12.49 -8.66
H 14.56 -1.69 0.97
N 20.76 10.23 7.78
H 22.46 5.37 2.44
S 16.98 13.39 -2.34
F 13.74 5.13 3.33
C 23.40 5.23 -1.66
C 17.40 3.80 -6.70
O 16.39 13.18 -3.70
H 9.76 -2.08 4.69
S 26.04 6.25 1.94
O 22.81 12.20 0.64
N 18.97 5.47 -6.20
N 18.42 13.09 -2.04
C 16.09 10.06 3.87
C 16.89 5.42 -5.05
H 25.03 0.60 -3.89
H 16.96 13.39 3.63
O 21.11 -0.99 1.95
S 16.33 6.72 5.80
H 22.02 7.54 -1.42
O 14.71 7.74 -4.90
C 14.84 2.38 -5.62
H 26.63 -0.93 -1.09
C 24.18 1.31 -1.42
H 12.16 -1.20 0.48
O 21.71 12.52 8.08
H 24.24 6.83 -5.78
C 24.05 2.35 2.92
F 10.41 4.47 -1.16
H 22.42 4.50 0.85
H 18.45 6.86 -4.69
C 26.41 2.19 2.79
O 17.71 10.88 -3.45
C 24.16 1.82 -0.14
H 21.88 3.79 2.39
F 28.96 6.00 4.06
N 25.89 10.85 2.09
H 9.87 -2.31 0.59
H 21.46 8.86 3.37
S 23.04 12.68 -2.42
C 23.17 8.77 4.64
N 23.01 3.17 -3.98
H 16.23 5.78 -4.29
F 22.59 -3.36 -1.25
H 27.12 12.53 1.80
H 17.57 4.72 0.74
H 26.47 -0.20 1.27
H 12.25 9.98 1.96
C 23.19 12.48 -8.32
F 21.40 2.65 -2.18
N 13.77 7.78 -2.37
N 16.02 0.97 2.09
N 27.42 5.53 2.54
H 26.17 11.97 0.40
N 21.67 12.84 -1.78
O 26.85 7.11 4.41
H 21.15 6.60 8.28
H 7.90 -2.49 2.51
C 20.95 7.98 5.25
C 20.44 5.32 1.42
C 22.40 8.37 -3.34
H 23.91 5.69 -0.81
C 25.42 4.21 5.80
S 22.09 11.70 -0.54
S 15.18 5.73 3.88
H 13.32 0.78 -5.50
C 18.38 4.66 0.02
N 14.20 9.74 2.42
N 23.15 11.31 -7.33
S 20.31 -1.45 0.82
C 11.65 -1.33 3.80
H 24.65 8.40 6.18
F 19.87 -2.15 6.94
F 19.65 10.84 -2.21
H 26.48 11.92 3.71
S 14.00 8.55 -3.96
H 24.49 -1.02 -3.38
C 20.33 6.08 -6.27
F 18.26 1.65 5.03
C 11.10 2.17 -5.59
C 19.80 5.41 2.82
H 19.14 9.94 2.58
S 14.14 -0.58 -1.84
H 12.09 -1.00 4.73
F 12.45 8.29 -4.31
O 17.59 10.84 -0.97
C 17.21 1.76 1.69
H 18.70 7.67 2.06
H 8.60 -3.62 3.64
H 22.60 12.20 -9.19
S 14.87 8.56 -1.82
C 25.90 11.06 3.41
F 13.26 -1.82 -1.34
C 19.42 8.17 -1.08
O 18.91 12.16 7.00
H 17.06 2.93 -7.23
O 14.32 3.08 -2.28
N 20.71 -2.68 0.14
C 18.23 7.57 1.08
C 11.67 -1.42 1.42
H 23.57 1.63 -2.25
O 15.50 6.44 2.66
C 21.60 13.71 3.46
O 18.69 9.79 6.16
C 25.86 0.26 0.51
H 19.35 4.08 -7.74
H 15.57 2.38 3.55
C 16.00 11.13 1.81
C 23.02 8.20 -4.57
H 25.03 3.81 6.73
H 20.83 5.70 -5.39
C 24.07 9.54 3.74
O 22.31 3.35 -6.46
H 21.45 14.77 3.27
H 12.55 8.78 3.12
C 25.11 -0.17 -3.12
H 18.74 5.67 2.83
C 10.39 -1.98 3.83
O 23.05 11.69 -3.49
C 14.03 0.72 3.37
H 27.34 1.99 2.27
F 22.97 10.70 7.46
O 11.29 3.03 0.41
O 19.21 0.20 3.39
O 20.90 1.42 -4.08
S 27.73 6.71 3.29
H 14.41 8.82 4.31
F 20.63 11.49 0.13
C 25.05 10.37 4.29
C 13.66 -0.37 2.54
H 27.42 3.20 4.48
H 24.59 5.21 -3.86
N 21.45 7.64 6.47
H 19.33 3.34 1.23
C 25.14 9.88 1.54
H 24.94 10.00 0.49
H 22.24 13.33 2.67
C 26.85 11.66 1.20
O 16.39 1.23 -1.21
H 10.85 2.00 -4.54
H 22.89 13.45 -7.94
O 28.43 7.77 2.64
H 10.41 2.86 -6.07
H 26.46 4.52 5.96
H 22.44 4.80 -1.39
C 15.21 1.48 3.09
O 23.31 -1.97 0.44
C 21.91 4.70 1.79
O 11.34 2.50 -2.05
N 12.74 4.72 -1.09
C 12.66 4.07 -5.70
H 19.15 14.68 4.09
C 25.92 -0.16 -0.82
H 20.22 7.16 -6.15
S 19.23 10.71 7.17
H 21.14 11.54 -7.17
C 17.93 11.50 3.25
C 12.93 9.15 2.16
S 22.15 -2.03 -0.41
C 24.01 6.12 -3.83
C 24.16 2.95 4.19
O 25.01 6.43 2.90
C 18.67 4.39 -6.96
C 23.07 9.35 -5.42
C 14.61 -0.84 1.63
N 14.76 6.55 5.02
H 16.44 11.81 1.10
H 18.10 1.13 1.55
O 14.04 10.02 -4.05
C 24.28 10.65 -7.02
H 24.83 5.08 5.52
C 21.88 10.10 -5.71
H 23.35 3.35 4.78
H 17.54 6.24 -1.05
H 11.11 1.26 -6.19
O 20.68 1.54 4.81
H 19.79 7.70 -1.99
H 18.48 8.70 -1.27
O 20.39 3.79 -3.92
H 14.10 5.70 -5.75
O 16.67 5.83 6.88
H 11.77 4.68 -5.75
N 12.46 2.71 -5.57
O 22.01 -1.10 -1.51
H 23.08 7.43 7.74
H 20.84 5.83 -7.20
O 20.09 -2.32 4.64
O 23.36 1.27 -5.56
F 17.75 -0.63 -1.96
F 14.84 7.85 -0.36
C 15.06 3.75 -5.67
H 8.78 -3.97 1.84
H 19.15 5.59 -1.64
C 13.50 1.85 -5.55
H 23.37 2.54 0.03
C 19.13 13.66 3.73
O 22.41 10.32 -0.95
C 13.96 4.63 -5.75
H 15.63 1.64 -5.60
H 20.03 6.27 6.95
H 20.35 3.82 -0.19
C 22.75 7.69 6.74
C 23.79 7.06 -4.83
H 26.13 -0.54 -3.24
H 21.85 9.27 -3.12
F 17.08 15.02 -2.38
H 20.24 6.16 3.47
S 23.05 2.68 -5.41
F 18.33 10.32 8.48
H 16.89 2.34 0.83
O 13.63 -0.50 -3.22
C 19.23 7.10 0.06
H 17.99 3.89 -0.65
F 25.41 4.98 1.05
C 20.56 7.06 7.49
C 20.26 11.69 3.01
C 12.33 -1.08 2.59
F 23.01 14.02 -3.28
C 18.15 5.96 -5.21
C 10.49 -2.02 1.43
S 13.88 3.73 -1.08
S 20.31 -1.31 5.67
S 19.55 0.65 4.75
O 15.89 4.49 4.21
O 17.37 7.29 4.98
C 24.25 9.68 -6.03
H 17.48 6.79 1.15
H 19.90 7.81 5.07
H 17.46 2.54 2.40
C 17.93 12.92 3.56
H 13.33 1.10 4.10
N 25.38 3.30 4.67
N 9.88 -2.30 2.63
O 21.69 -1.07 6.12
H 23.39 8.59 1.96
N 19.11 -0.17 5.90
C 26.50 2.85 4.06
C 19.09 10.91 3.06
O 19.81 -0.41 -0.06
F 18.97 -1.93 1.60
C 25.15 1.91 2.21
H 22.07 13.63 4.43
O 24.24 12.93 -1.63
S 11.67 3.37 -0.94
H 27.67 11.04 0.83
F 24.49 3.32 -5.54
C 22.00 11.00 -6.79
H 20.17 8.94 -0.90
N 15.46 -1.22 -1.63
C 16.68 10.85 2.97
C 24.15 9.23 2.36
H 16.71 9.72 4.69
O 13.75 0.47 -0.87
H 19.91 7.87 7.83
H 17.72 8.52 0.88
H 16.39 -0.42 0.58
C 22.51 7.42 -2.37
S 21.39 2.75 -3.76
S 21.54 11.38 7.22
N 25.05 0.35 -1.72
C 25.08 1.36 0.84
N 20.49 6.59 0.60
C 21.82 8.58 4.35
H 23.94 4.32 -1.94
H 20.87 10.02 -5.33
O 16.27 0.35 -3.60
H 21.24 11.36 2.72
N 20.30 13.01 3.45
O 21.70 11.54 5.78
O 15.96 13.18 -1.30
H 25.08 10.62 5.34
C 14.74 10.60 1.56
C 8.70 -3.22 2.63
H 19.86 4.43 3.30
O 16.22 8.20 -2.25
O 14.65 10.00 -1.47
C 19.69 4.15 0.60
C 18.56 5.93 -0.80
C 23.65 8.24 5.80
N 23.27 6.26 -2.69
F 15.92 8.00 6.66
S 18.11 11.41 -2.19
F 14.84 5.08 -1.16

Values from the calculation:
orbital gap = 2.74 eV
HOMO energy = -5.30 eV

These are the Löwdin partial charges, in e, on atoms 1 to 4: -0.25 -0.27 0.05 0.12